C4H10N2O | ωB97M-V/def2-TZVPD

Bonds (Å) are listed after each position.
Atoms and positions in Å:
1 C -1.98600 -0.36106 -0.71181  C2 1.517, H8 1.089, H9 1.088, H10 1.090
2 C -1.41578 0.86207 -0.01830  C1 1.517, N3 1.372, O7 1.215
3 N -0.43964 0.65417 0.92245  C2 1.372, C4 1.455, H11 1.007
4 C 0.43712 -0.50300 1.01154  N3 1.455, C5 1.521, H12 1.079, H13 1.095
5 C 1.41048 -0.60967 -0.15181  C4 1.521, N6 1.471, H14 1.088, H15 1.097
6 N 2.20823 0.62380 -0.22709  C5 1.471, H16 1.015, H17 1.015
7 O -1.84054 1.97947 -0.23490  C2 1.215
8 H -2.86951 -0.00949 -1.24343  C1 1.089
9 H -1.26038 -0.81976 -1.38026  C1 1.088
10 H -2.26127 -1.12153 0.01922  C1 1.090
11 H -0.21259 1.48944 1.43783  N3 1.007
12 H 0.98928 -0.39522 1.93223  C4 1.079
13 H -0.15389 -1.41282 1.15682  C4 1.095
14 H 2.09994 -1.42628 0.05257  C5 1.088
15 H 0.82586 -0.85578 -1.04664  C5 1.097
16 H 1.59827 1.37776 -0.52805  N6 1.015
17 H 2.87041 0.52791 -0.99035  N6 1.015

Values from the calculation:
electronic energy: -343.17377 hartree
energy relative to the best compared isomer or geometry (same formula, charge and spin): 72.7 kJ/mol
LUMO level: 0.92 eV
net charge: 0
highest occupied orbital energy: -0.351 Eh